C13H45BrN4O18 | wB97M-V/def2-TZVPD

E_LUMO in eV: -1.793
DFT total energy in hartree: -4669.07978
Frontier orbital gap in hartree: 0.256

```
81
Properties=species:S:1:pos:R:3:forces:R:3:mulliken_charge:R:1
N -3.707 2.320 -0.120 2.134 -1.297 0.462 -0.515
C -2.407 1.535 -0.218 0.473 -1.588 -0.829 0.171
C -2.394 0.185 -1.170 3.916 2.066 2.677 0.065
Br -3.989 -0.495 -2.206 1.950 0.895 1.656 -0.185
C -0.997 -0.669 -1.286 1.230 3.183 3.042 -0.417
C 0.283 -0.144 -0.407 -1.949 -0.134 -0.533 0.102
C 1.673 -1.010 -0.468 4.159 -2.128 -0.527 0.179
C 2.246 -1.974 0.759 0.805 0.135 -1.556 -0.611
C 3.620 -2.843 0.738 -2.302 3.349 -3.373 -0.187
N 4.523 -2.786 -0.446 -4.731 3.013 0.466 -0.439
C 4.076 -1.910 -1.566 -1.237 0.442 0.787 -0.163
C 2.735 -1.007 -1.762 -0.075 -1.936 4.219 -0.415
C 0.273 1.192 0.585 -0.772 -0.299 -0.420 0.387
N 1.530 1.498 1.350 -5.317 4.248 1.058 -0.289
C 1.339 2.715 2.210 -1.668 -1.471 -2.010 0.243
C -0.019 3.607 2.264 -0.715 -2.387 -2.038 -0.531
N -1.275 3.307 1.495 6.053 -2.990 0.476 -0.494
C -1.098 2.062 0.672 0.362 -1.076 -0.692 0.139
H -3.549 3.352 -0.187 0.049 -1.417 0.386 0.308
H -4.185 2.069 0.782 0.711 0.543 -1.253 0.282
H -0.848 -1.656 -1.931 -0.563 2.480 1.548 0.356
H 1.583 -2.039 1.743 1.556 0.172 -2.371 0.243
H 3.914 -3.494 1.665 -0.614 1.504 -1.970 0.552
H 4.835 -1.859 -2.489 -1.914 -0.252 2.537 0.281
H 2.517 -0.353 -2.736 0.705 -1.745 2.421 0.361
H 2.253 3.042 2.896 -2.325 -0.805 -1.773 0.211
H -0.023 4.567 2.963 -0.175 -2.372 -1.682 0.428
O -4.532 0.461 -5.389 -0.124 -0.203 -0.035 -0.589
H -4.334 -0.052 -4.591 0.088 0.228 -0.375 0.197
H -5.188 -0.077 -5.856 0.146 0.143 0.223 0.344
O 6.197 -3.299 2.444 0.056 -0.350 0.076 -0.586
H 6.939 -3.917 2.534 -0.177 0.230 -0.144 0.310
H 5.913 -3.405 1.524 0.261 -0.030 0.152 0.325
O 5.982 -3.282 5.855 -0.152 0.109 -0.226 -0.638
H 5.416 -2.508 5.995 0.314 -0.175 -0.056 0.301
H 6.100 -3.315 4.894 -0.130 0.063 0.188 0.326
O 6.473 -0.370 5.776 0.292 0.427 -0.211 -0.573
H 7.381 -0.703 5.839 -0.363 -0.111 -0.007 0.307
H 6.579 0.544 5.473 -0.065 -0.198 0.188 0.285
O 4.088 4.624 2.077 -0.046 0.010 -0.392 -0.632
H 3.923 5.406 1.529 0.008 -0.176 0.214 0.319
H 4.196 3.907 1.434 -0.004 0.149 0.226 0.327
O 2.685 3.237 4.993 0.115 0.618 0.352 -0.630
H 3.580 3.246 4.621 -0.056 -0.159 0.070 0.323
H 2.712 3.917 5.682 -0.116 -0.246 -0.217 0.257
O 4.145 1.231 4.108 0.076 -0.541 0.129 -0.627
H 4.653 0.424 4.283 -0.078 0.159 -0.155 0.277
H 3.277 1.051 4.500 0.213 0.180 -0.065 0.330
O -6.334 -1.950 0.149 0.475 0.093 0.111 -0.614
H -5.439 -1.941 -0.223 -0.348 -0.042 0.025 0.262
H -6.307 -1.269 0.838 0.013 -0.131 -0.104 0.370
O 1.119 7.056 1.831 -0.125 -0.445 0.150 -0.637
H 1.317 6.543 2.630 0.012 0.220 -0.258 0.318
H 0.463 6.518 1.364 0.198 0.200 0.077 0.336
O 3.613 -2.526 -4.365 -0.064 -0.350 -0.221 -0.620
H 4.098 -3.309 -4.667 -0.181 0.248 0.050 0.298
H 2.682 -2.773 -4.470 0.279 0.089 -0.068 0.306
O -8.053 -0.118 1.195 -0.401 -0.090 -0.214 -0.669
H -8.937 0.276 1.230 0.225 -0.097 0.183 0.306
H -8.134 -0.816 0.528 0.022 0.219 0.030 0.343
O -7.116 -0.659 -4.438 0.177 0.197 0.124 -0.651
H -6.499 -0.364 -3.751 -0.327 -0.084 -0.185 0.232
H -7.601 0.144 -4.678 -0.125 -0.065 0.103 0.370
O 4.202 -6.045 0.614 -0.226 0.167 0.404 -0.652
H 3.860 -6.339 1.472 0.135 0.020 -0.302 0.318
H 3.850 -5.147 0.518 0.114 -0.351 -0.208 0.379
O 7.596 -1.760 0.154 -0.099 0.395 0.157 -0.626
H 7.847 -0.964 0.646 -0.063 -0.332 -0.156 0.295
H 6.642 -1.836 0.301 0.199 -0.007 -0.193 0.323
O -8.860 0.806 -6.334 -0.058 -0.378 -0.137 -0.650
H -8.375 0.024 -6.637 -0.138 0.207 -0.005 0.332
H -9.791 0.560 -6.439 0.284 0.152 0.113 0.312
O 2.766 -2.182 -7.114 0.425 0.077 -0.344 -0.622
H 3.219 -2.456 -7.926 -0.256 0.090 0.233 0.309
H 3.407 -1.606 -6.671 -0.235 -0.233 0.049 0.327
O -7.371 3.211 -4.386 0.156 -0.312 -0.260 -0.642
H -6.630 2.593 -4.297 -0.123 0.258 -0.057 0.321
H -7.655 3.104 -5.307 0.033 -0.026 0.289 0.312
O -10.770 -0.705 2.270 -0.218 -0.424 0.222 -0.614
H -10.263 -1.512 2.444 -0.034 0.319 -0.067 0.319
H -11.638 -0.885 2.661 0.271 0.156 -0.180 0.297
```
Positions in Å, forces in eV/Å.